[1]
A structure of composition C20H29FN8S3Sc, computed with ωB97M-V/def2-TZVPD.

Structure (ORCA input):
```
! wB97M-V def2-TZVPD RIJCOSX def2/J DEFGRID3
* xyz 1 1
Sc 0.50 -0.32 -1.08
C 1.23 3.11 3.65
C 2.26 1.99 3.52
N 2.85 1.91 2.19
C 2.29 1.37 1.09
S 0.81 0.45 1.30
N 2.94 1.58 -0.03
N 2.38 1.00 -1.13
C 2.97 1.19 -2.26
C 4.24 1.97 -2.43
C 2.31 0.60 -3.44
C 2.81 0.76 -4.72
C 2.14 0.20 -5.79
C 0.97 -0.51 -5.56
C 0.53 -0.63 -4.26
N 1.18 -0.09 -3.23
H 0.82 3.12 4.66
H 1.69 4.08 3.45
H 0.41 2.96 2.94
H 3.08 2.14 4.22
H 1.81 1.02 3.76
H 3.69 2.44 2.01
H 4.62 2.26 -1.46
H 4.98 1.37 -2.95
H 4.05 2.87 -3.02
H 3.72 1.32 -4.89
H 2.51 0.32 -6.80
H 0.41 -0.96 -6.37
H -0.38 -1.17 -4.02
F -1.03 -1.45 -0.80
C 0.36 -3.95 2.27
N 0.91 -3.08 1.24
C 1.04 -3.33 -0.06
S 2.13 -2.37 -1.01
N 0.38 -4.32 -0.65
C -0.93 -4.83 -0.26
H 0.78 -3.63 3.22
H 0.66 -4.98 2.09
H -0.72 -3.88 2.33
H 1.37 -2.23 1.54
H 0.62 -4.42 -1.62
H -0.87 -5.61 0.51
H -1.40 -5.27 -1.14
H -1.56 -4.01 0.09
N -2.66 2.92 -0.24
C -2.16 1.74 -0.61
S -1.01 1.68 -1.88
N -2.58 0.64 0.01
C -3.48 0.66 1.13
C -2.99 0.96 2.39
C -3.86 0.98 3.47
C -5.21 0.70 3.28
C -5.69 0.41 2.02
C -4.83 0.39 0.93
H -2.32 3.75 -0.70
H -3.37 3.00 0.47
H -2.17 -0.24 -0.29
H -1.93 1.16 2.52
H -3.48 1.20 4.46
H -5.88 0.72 4.13
H -6.74 0.20 1.87
H -5.19 0.17 -0.07
*
```

For the HOMO energy, the calculation gives -10.37 eV. Its LUMO energy is -2.89 eV. The calculation puts the energy above the lowest of the compared OMol25 structures with the same formula, charge and spin at 0.00 kcal per mole. The value obtained for the HOMO-LUMO gap is 7.48 eV.

Here are the natural (NBO) charges for atoms 1 to 5, given in e:
1 Sc 1.39
2 C -0.62
3 C -0.22
4 N -0.57
5 C 0.35

=====

[2]
An isolated molecule of C20H29N3O2S in a non-equilibrium geometry, computed with ωB97M-V/def2-TZVPD.

Structure (ORCA input):
```
! wB97M-V def2-TZVPD RIJCOSX def2/J DEFGRID3
* xyz 0 1
C -5.72 -2.43 -1.81
C -4.79 -1.24 -1.63
C -4.38 -1.06 -0.16
C -3.45 0.14 0.03
C -3.01 0.29 1.47
S -1.94 -1.09 2.02
C -0.38 -0.59 1.38
N -0.27 0.60 0.84
C 0.89 1.03 0.36
N 0.85 2.26 -0.27
C 1.80 3.32 0.02
C 1.28 4.19 1.18
O 0.02 4.74 0.89
C -0.92 3.72 0.63
C -0.46 2.83 -0.53
C 2.04 0.21 0.38
C 1.92 -1.06 0.94
C 0.70 -1.48 1.48
C 0.55 -2.75 2.05
N 0.43 -3.80 2.51
C 3.09 -1.99 0.88
C 3.84 -1.78 -0.45
C 2.94 -2.12 -1.64
C 5.10 -2.63 -0.49
O 4.28 -0.43 -0.49
C 3.33 0.59 -0.31
H -5.24 -3.34 -1.47
H -5.99 -2.55 -2.85
H -6.63 -2.29 -1.23
H -3.89 -1.39 -2.23
H -5.28 -0.33 -1.98
H -5.28 -0.92 0.44
H -3.88 -1.96 0.19
H -3.96 1.06 -0.28
H -2.57 0.02 -0.60
H -2.43 1.20 1.62
H -3.86 0.28 2.15
H 2.77 2.92 0.29
H 1.89 3.94 -0.88
H 1.95 5.04 1.35
H 1.22 3.58 2.09
H -1.86 4.22 0.39
H -1.05 3.10 1.53
H -1.17 2.03 -0.71
H -0.36 3.45 -1.44
H 3.78 -1.78 1.70
H 2.76 -3.03 0.98
H 2.02 -1.53 -1.63
H 2.67 -3.17 -1.62
H 3.47 -1.91 -2.57
H 4.85 -3.68 -0.41
H 5.63 -2.45 -1.42
H 5.76 -2.35 0.33
H 3.07 1.03 -1.29
H 3.86 1.34 0.28
*
```

For the HOMO energy, the calculation gives -8.11 eV. Its LUMO energy is 0.54 eV. The calculation puts the energy above the lowest of the compared OMol25 structures with the same formula, charge and spin at 40.51 kcal per mole. Its SMILES is CCCCCSc1nc(N2CCOCC2)c2c(c1C#N)CC(C)(C)OC2. The value obtained for the HOMO-LUMO gap is 8.66 eV.

Here are the natural (NBO) charges for atoms 1 to 5, given in e:
1 C -0.60
2 C -0.39
3 C -0.40
4 C -0.41
5 C -0.51

=====

[3]
An isolated molecule of C20H29N3O3, computed with ωB97M-V/def2-TZVPD.

Structure (ORCA input):
```
! wB97M-V def2-TZVPD RIJCOSX def2/J DEFGRID3
* xyz 0 1
C 6.52 1.49 -1.27
C 5.93 0.36 -2.11
C 5.33 -0.75 -1.24
C 4.85 -1.92 -2.10
C 4.21 -0.23 -0.38
C 3.06 0.30 -0.95
C 2.03 0.79 -0.16
C 2.12 0.74 1.22
N 1.12 1.22 2.07
C -0.18 1.61 1.77
O -0.68 2.55 2.35
N -0.84 0.88 0.82
C -0.66 -0.55 0.65
C -1.70 -1.31 1.48
N -3.04 -0.88 1.13
C -3.89 -1.77 0.58
O -3.57 -2.93 0.37
C -5.29 -1.31 0.17
C -5.29 -0.54 -1.17
C -6.34 0.56 -0.96
C -6.95 0.19 0.40
O -5.93 -0.47 1.11
C -3.23 0.54 1.33
C -2.19 1.31 0.50
C 3.28 0.23 1.80
C 4.30 -0.25 1.00
H 7.30 1.12 -0.62
H 6.95 2.26 -1.92
H 5.74 1.95 -0.66
H 5.17 0.76 -2.78
H 6.72 -0.07 -2.74
H 6.12 -1.12 -0.58
H 4.10 -1.59 -2.81
H 4.42 -2.70 -1.48
H 5.68 -2.35 -2.66
H 2.95 0.35 -2.02
H 1.15 1.21 -0.63
H 1.46 1.67 2.91
H 0.34 -0.85 0.94
H -0.80 -0.78 -0.42
H -1.63 -2.39 1.28
H -1.53 -1.12 2.54
H -5.88 -2.24 0.05
H -4.31 -0.12 -1.38
H -5.55 -1.21 -1.99
H -7.09 0.58 -1.74
H -5.87 1.54 -0.91
H -7.26 1.06 1.00
H -7.81 -0.48 0.27
H -4.24 0.83 1.06
H -3.06 0.77 2.39
H -2.27 2.37 0.71
H -2.35 1.13 -0.57
H 3.38 0.21 2.87
H 5.20 -0.64 1.47
*
```

For the HOMO energy, the calculation gives -8.37 eV. Its LUMO energy is 0.73 eV. The calculation puts the energy above the lowest of the compared OMol25 structures with the same formula, charge and spin at 38.68 kcal per mole. Its SMILES is CC[C@H](C)c1ccc(NC(=O)N2CCN(C(=O)[C@@H]3CCCO3)CC2)cc1. The value obtained for the HOMO-LUMO gap is 9.10 eV.

Here are the natural (NBO) charges for atoms 1 to 5, given in e:
1 C -0.61
2 C -0.38
3 C -0.24
4 C -0.59
5 C -0.04

=====

[4]
A structure of composition C20H29N3SeV in a non-equilibrium geometry, computed with ωB97M-V/def2-TZVPD.

Structure (ORCA input):
```
! wB97M-V def2-TZVPD RIJCOSX def2/J DEFGRID3
* xyz 1 3
V -0.76 0.11 -0.38
C 0.13 3.14 0.48
N -1.03 2.23 0.36
C -2.00 2.85 -0.58
C -1.64 2.07 1.72
C -2.66 0.99 1.66
C -3.90 1.11 2.28
C -4.86 0.12 2.10
C -4.59 -0.97 1.27
C -3.35 -1.08 0.65
C -2.34 -0.13 0.85
H -0.20 4.08 0.93
H 0.55 3.34 -0.50
H 0.90 2.69 1.09
H -2.24 3.87 -0.28
H -2.92 2.28 -0.60
H -1.57 2.88 -1.58
H -2.05 3.02 2.05
H -0.83 1.80 2.39
H -4.12 1.99 2.88
H -5.82 0.21 2.59
H -5.35 -1.72 1.11
H -3.17 -1.94 0.02
C 2.64 -3.07 -0.44
N 1.64 -3.25 0.63
C 1.92 -3.78 1.88
C 0.76 -3.80 2.56
N -0.21 -3.28 1.72
C -1.63 -3.13 2.09
C 0.35 -2.92 0.55
Se -0.54 -2.28 -0.99
H 3.57 -3.52 -0.11
H 2.78 -2.02 -0.63
H 2.30 -3.55 -1.35
H 2.91 -4.11 2.16
H 0.53 -4.14 3.56
H -1.82 -3.77 2.94
H -2.25 -3.44 1.26
H -1.86 -2.11 2.33
C 3.94 0.28 -2.54
C 2.73 1.22 -2.42
C 3.22 2.65 -2.16
C 1.91 1.18 -3.71
C 1.86 0.80 -1.29
C 1.16 0.42 -0.35
H 4.59 0.63 -3.35
H 3.62 -0.74 -2.79
H 4.52 0.25 -1.62
H 3.89 2.96 -2.97
H 3.77 2.72 -1.22
H 2.39 3.35 -2.13
H 2.55 1.44 -4.57
H 1.09 1.89 -3.68
H 1.51 0.18 -3.88
*
```

For the HOMO energy (alpha / beta), the calculation gives -11.42 / -11.47 eV. Its LUMO energy (alpha / beta) is -3.45 / -3.03 eV. The calculation puts the energy above the lowest of the compared OMol25 structures with the same formula, charge and spin at 25.06 kcal per mole. The value obtained for the HOMO-LUMO gap (alpha / beta) is 7.96 / 8.44 eV.

Here are the natural (NBO) charges for atoms 1 to 5, given in e:
1 V 1.22
2 C -0.41
3 N -0.47
4 C -0.43
5 C -0.26

=====

[5]
An isolated molecule of C20H29NO2, computed with ωB97M-V/def2-TZVPD.

Structure (ORCA input):
```
! wB97M-V def2-TZVPD RIJCOSX def2/J DEFGRID3
* xyz 0 1
C -4.67 -3.62 -1.13
C -3.27 -3.18 -1.57
N -2.82 -1.90 -1.06
C -2.70 -1.87 0.39
C -1.83 -0.80 0.84
C -1.16 0.12 1.21
C -0.23 1.14 1.65
C 1.22 0.72 1.27
O 1.55 -0.44 2.01
C 1.28 0.46 -0.23
C 1.70 -0.77 -0.72
C 1.75 -1.00 -2.09
C 1.39 -0.01 -2.98
C 0.98 1.22 -2.50
C 0.93 1.46 -1.14
C 2.23 1.81 1.65
C 3.67 1.44 1.28
C 4.49 2.44 2.08
C 3.76 2.56 3.42
C 2.31 2.10 3.15
C -3.50 -0.74 -1.61
C -2.47 0.21 -2.23
O -1.72 -0.43 -3.23
H -4.94 -4.55 -1.63
H -4.71 -3.79 -0.06
H -5.41 -2.86 -1.39
H -2.55 -3.94 -1.26
H -3.24 -3.12 -2.66
H -2.27 -2.82 0.72
H -3.68 -1.75 0.89
H -0.48 2.10 1.18
H -0.29 1.26 2.73
H 0.84 -1.08 1.89
H 2.00 -1.54 -0.04
H 2.07 -1.97 -2.45
H 1.42 -0.19 -4.04
H 0.69 2.00 -3.19
H 0.60 2.42 -0.78
H 1.96 2.73 1.11
H 3.85 1.49 0.21
H 3.86 0.42 1.63
H 5.53 2.13 2.20
H 4.49 3.41 1.56
H 4.22 1.91 4.16
H 3.79 3.57 3.81
H 1.59 2.86 3.46
H 2.10 1.18 3.70
H -4.07 -0.20 -0.85
H -4.18 -1.06 -2.40
H -1.80 0.60 -1.45
H -2.98 1.05 -2.72
H -1.32 -1.21 -2.82
*
```

For the HOMO energy, the calculation gives -8.64 eV. Its LUMO energy is 0.73 eV. The calculation puts the energy above the lowest of the compared OMol25 structures with the same formula, charge and spin at 57.18 kcal per mole. Its SMILES is CCN(CC#CC[C@@](O)(c1ccccc1)C1CCCC1)CCO. The value obtained for the HOMO-LUMO gap is 9.36 eV.

Here are the natural (NBO) charges for atoms 1 to 5, given in e:
1 C -0.64
2 C -0.20
3 N -0.46
4 C -0.29
5 C -0.01

=====

[6]
A structure of composition C20H29NOP2Ti in a non-equilibrium geometry, computed with ωB97M-V/def2-TZVPD.

Structure (ORCA input):
```
! wB97M-V def2-TZVPD RIJCOSX def2/J DEFGRID3
* xyz 1 2
C -0.11 -4.26 0.51
C -0.40 -3.06 -0.15
C -1.31 -2.17 0.53
C -1.42 -2.19 1.98
C -0.74 -3.24 2.62
C -0.31 -4.36 1.92
C -2.02 -1.11 2.69
C -2.66 -0.12 1.89
C -2.54 -0.20 0.41
C -2.84 0.98 -0.34
C -3.83 1.81 0.20
C -4.08 1.81 1.60
C -3.35 0.97 2.44
H 0.29 -5.07 -0.09
H -0.65 -3.16 3.70
H -0.03 -5.27 2.47
H -1.54 -0.84 3.64
H -4.36 2.50 -0.47
H -4.79 2.51 2.06
H -3.27 1.13 3.53
N -2.03 -1.29 -0.16
Ti 1.62 1.25 0.36
C 0.40 -2.58 -1.32
H -0.19 -2.24 -2.18
H 1.07 -3.42 -1.55
C -2.01 1.39 -1.53
H -1.95 0.63 -2.32
H -2.45 2.33 -1.89
P 1.67 -1.14 -0.97
P -0.28 2.04 -1.19
C -0.57 3.84 -1.05
H 0.37 4.30 -0.72
H -0.94 4.29 -1.97
H -1.27 4.01 -0.22
C 0.57 1.84 -2.80
H 0.33 2.72 -3.42
H 1.66 1.74 -2.67
H 0.18 0.93 -3.28
C 2.88 -2.14 -0.01
H 3.13 -3.02 -0.62
H 3.78 -1.54 0.19
H 2.39 -2.47 0.92
C 2.52 -1.12 -2.60
H 3.30 -0.34 -2.45
H 3.00 -2.10 -2.77
H 1.85 -0.81 -3.43
H 0.52 0.25 0.73
H 0.02 1.85 0.55
C 3.26 2.69 1.03
O 3.26 1.28 1.54
H 2.21 3.02 0.73
H 3.90 2.87 0.15
H 3.66 3.34 1.81
H 4.11 0.98 1.93
*
```

For the HOMO energy (alpha / beta), the calculation gives -9.72 / -9.69 eV. Its LUMO energy (alpha / beta) is -3.18 / -3.21 eV. The calculation puts the energy above the lowest of the compared OMol25 structures with the same formula, charge and spin at 0.00 kcal per mole. The value obtained for the HOMO-LUMO gap (alpha / beta) is 6.54 / 6.48 eV.

Here are the natural (NBO) charges for atoms 1 to 5, given in e:
1 C -0.18
2 C -0.06
3 C 0.28
4 C -0.12
5 C -0.17

=====

[7]
A structure of composition C20H29O19Pd in a non-equilibrium geometry, computed with ωB97M-V/def2-TZVPD.

Structure (ORCA input):
```
! wB97M-V def2-TZVPD RIJCOSX def2/J DEFGRID3
* xyz 1 3
Pd 0.76 -5.30 -1.39
C 1.33 -0.99 1.36
C -0.10 -1.51 1.30
O -0.30 -2.65 0.58
H 1.51 -0.38 0.47
H 2.07 -1.78 1.38
H 1.44 -0.38 2.25
H -0.61 -0.70 0.79
H -0.46 -1.59 2.33
C 7.10 -1.02 2.49
C 7.70 -0.81 3.89
O 7.94 -2.15 4.21
C 7.20 -2.97 3.46
O 7.09 -4.11 3.79
O 6.62 -2.36 2.49
H 7.86 -0.92 1.71
H 6.34 -0.28 2.25
H 6.96 -0.48 4.62
H 8.63 -0.24 3.81
C 0.88 4.10 -0.25
C 0.31 5.49 -0.61
O 0.29 6.15 0.63
C 0.60 5.34 1.64
O 0.64 5.70 2.82
O 1.03 4.21 1.16
H 1.79 3.88 -0.80
H 0.13 3.37 -0.57
H -0.66 5.52 -1.10
H 0.99 6.10 -1.20
C -6.42 -4.32 0.13
C -5.77 -3.10 -0.50
O -5.50 -3.45 -1.82
C -6.24 -4.60 -2.17
O -6.30 -5.01 -3.29
O -6.87 -5.02 -1.05
H -7.31 -4.23 0.76
H -5.66 -4.88 0.68
H -4.82 -2.88 0.00
H -6.44 -2.25 -0.63
C 2.80 -0.21 -6.42
C 2.17 0.75 -5.49
O 1.94 -0.04 -4.32
C 2.51 -1.21 -4.45
O 2.48 -2.04 -3.54
O 2.99 -1.35 -5.60
H 3.76 0.19 -6.73
H 2.10 -0.42 -7.23
H 1.22 1.17 -5.82
H 2.84 1.57 -5.21
C -3.59 0.77 -3.66
C -4.64 0.53 -4.76
O -4.39 1.64 -5.61
C -3.45 2.46 -5.23
O -3.06 3.50 -5.81
O -2.83 1.91 -4.21
H -2.91 -0.06 -3.46
H -4.02 1.01 -2.68
H -5.68 0.54 -4.44
H -4.51 -0.41 -5.28
C -1.78 0.58 6.52
C -1.26 1.95 6.30
O 0.15 1.74 6.15
C 0.48 0.50 6.49
O 1.60 0.03 6.48
O -0.58 -0.10 6.88
H -2.28 0.06 5.71
H -2.50 0.65 7.34
H -1.57 2.66 7.06
H -1.76 2.20 5.36
*
```

For the HOMO energy (alpha / beta), the calculation gives -12.16 / -12.16 eV. Its LUMO energy (alpha / beta) is -6.59 / -7.92 eV. The calculation puts the energy above the lowest of the compared OMol25 structures with the same formula, charge and spin at 135.41 kcal per mole. The value obtained for the HOMO-LUMO gap (alpha / beta) is 5.57 / 4.24 eV.

Here are the natural (NBO) charges for atoms 1 to 5, given in e:
1 Pd 0.99
2 C -0.63
3 C -0.15
4 O -0.32
5 H 0.21

=====

[8]
A cluster of 7 separate species, C20H29O28S6 in total in a non-equilibrium geometry, computed with ωB97M-V/def2-TZVPD.

Structure (ORCA input):
```
! wB97M-V def2-TZVPD RIJCOSX def2/J DEFGRID3
* xyz -1 1
C -1.60 1.03 4.50
C -3.10 1.04 4.44
C -3.91 0.16 5.04
C -5.39 0.35 4.88
O -6.16 -0.59 4.75
C -5.82 1.78 4.88
C -5.05 2.67 4.26
C -5.35 4.18 4.21
O -5.12 4.86 3.19
O -5.80 4.63 5.30
C -3.80 2.11 3.61
O -3.38 2.42 2.52
H -1.24 2.04 4.27
H -1.25 0.82 5.52
H -1.13 0.37 3.77
H -3.51 -0.66 5.65
H -6.73 2.10 5.39
C -4.48 -3.65 3.94
C -4.68 -3.36 2.48
O -3.48 -2.68 2.08
S -2.24 -3.25 2.93
O -1.57 -4.23 2.15
O -1.56 -2.16 3.52
O -3.09 -4.00 4.06
H -4.67 -2.77 4.56
H -5.11 -4.47 4.29
H -5.55 -2.73 2.30
H -4.76 -4.27 1.89
C -3.78 1.26 -0.52
C -3.00 1.38 -1.82
O -1.89 0.47 -1.66
S -2.36 -0.77 -0.74
O -2.72 -1.85 -1.59
O -1.45 -0.91 0.33
O -3.71 -0.12 -0.18
H -3.31 1.83 0.28
H -4.81 1.57 -0.63
H -2.64 2.39 -2.00
H -3.59 1.04 -2.67
C 1.84 -2.36 -4.81
C 0.43 -2.83 -5.08
O -0.20 -2.83 -3.80
S 0.41 -1.65 -2.89
O -0.45 -0.52 -2.96
O 0.83 -2.21 -1.66
O 1.71 -1.35 -3.80
H 2.46 -3.17 -4.40
H 2.33 -1.95 -5.69
H 0.40 -3.82 -5.53
H -0.10 -2.13 -5.73
C 1.30 2.84 0.66
C 2.64 2.94 1.36
O 2.36 3.70 2.55
S 0.87 3.38 3.05
O 0.95 2.40 4.07
O 0.18 4.61 3.23
O 0.34 2.67 1.71
H 1.06 3.76 0.12
H 1.25 2.00 -0.03
H 3.38 3.43 0.76
H 3.00 1.96 1.66
C 6.84 0.95 3.53
C 6.90 -0.23 2.58
O 6.20 0.21 1.41
S 6.43 1.79 1.22
O 7.47 2.00 0.29
O 5.15 2.40 1.08
O 6.99 2.10 2.69
H 5.87 1.01 4.02
H 7.62 0.92 4.28
H 6.43 -1.12 2.99
H 7.93 -0.46 2.29
C 4.63 -1.85 -8.24
C 4.66 -1.40 -9.68
O 3.31 -1.54 -10.13
S 2.30 -1.26 -8.91
O 1.86 0.08 -8.99
O 1.41 -2.36 -8.81
O 3.39 -1.36 -7.72
H 4.63 -2.94 -8.16
H 5.47 -1.46 -7.66
H 5.33 -2.00 -10.29
H 4.94 -0.35 -9.76
*
```

For the HOMO energy, the calculation gives -4.43 eV. Its LUMO energy is 1.18 eV. The value obtained for the HOMO-LUMO gap is 5.61 eV.

Here are the Löwdin charges for atoms 1 to 5, given in e:
1 C -0.03
2 C -0.16
3 C 0.03
4 C -0.37
5 O 0.05